No. 1
ORCA calculation (ωB97M-V/def2-TZVPD) on a cluster of 2 separate species, C5H14N2O2 in total.

Last column: Mulliken charge in e.
Atoms and positions in Å:
C: 0.32 -2.33 1.20  -0.927
N: -0.27 -2.51 -0.11  -0.187
C: -0.46 -1.42 -0.94  0.248
O: -0.79 -1.58 -2.10  -0.627
C: -0.55 -0.04 -0.26  0.564
N: -0.29 0.98 -1.24  0.089
C: 1.13 1.17 -1.43  -0.898
C: -1.05 2.19 -0.99  -0.981
H: 1.23 -1.73 1.29  0.286
H: 0.48 -3.30 1.67  0.406
H: -0.40 -1.86 1.88  0.318
H: -0.02 -3.37 -0.59  0.294
H: 0.01 0.13 0.66  -0.666
H: -1.58 -0.05 0.09  0.482
H: 1.34 2.19 -1.74  0.398
H: 1.51 0.47 -2.18  0.258
H: 1.77 1.01 -0.54  0.271
H: -1.12 2.50 0.06  0.302
H: -2.05 2.09 -1.43  0.314
H: -0.66 3.03 -1.58  0.381
O: 0.56 0.45 2.95  -0.611
H: 0.47 0.66 2.01  0.013
H: 0.43 1.33 3.33  0.274

Results
SMILES = CNC(=O)CN(C)C.O
LUMO energy = 0.575 eV

***

No. 2
ORCA calculation (ωB97M-V/def2-TZVPD) on a structure of composition C4H5F4N3O15S4V.

Last column: Mulliken charge in e.
Atoms and positions in Å:
O: -0.59 3.05 0.61  -0.518
V: -0.28 1.59 0.16  1.117
N: 1.89 -2.21 -0.34  -0.169
S: 0.46 -1.68 -1.18  0.952
O: -0.01 -0.41 -0.76  0.309
O: -0.49 -2.65 -1.77  -0.595
F: 1.19 -1.35 -2.54  -0.312
S: 1.19 -3.42 0.34  0.980
O: 1.21 -4.69 -0.41  -0.654
O: 0.12 -3.19 1.28  -0.568
F: 2.43 -3.54 1.36  -0.324
N: -1.93 1.43 -1.25  0.261
S: -2.08 0.79 -2.83  0.810
O: -2.23 1.81 -3.89  -0.594
O: -2.50 -0.61 -3.01  -0.474
F: -0.44 0.71 -3.14  -0.268
S: -3.45 1.63 -1.23  0.824
O: -4.33 0.48 -1.10  -0.604
O: -4.06 2.80 -1.77  -0.627
F: -3.43 2.11 0.30  -0.316
O: 2.90 2.71 -2.51  -0.554
C: 2.42 1.87 -1.62  0.743
O: 1.30 2.19 -1.27  -0.659
O: 3.11 0.92 -1.15  -0.652
H: 2.18 3.34 -2.42  0.306
O: 3.19 -0.24 1.57  -0.300
C: 2.29 0.57 2.12  0.516
O: 1.14 0.71 1.61  -0.430
O: 2.63 1.26 3.02  -0.747
H: 3.85 0.05 2.21  0.222
C: -1.17 -1.34 3.63  -0.989
C: -1.45 -0.35 2.54  0.693
N: -1.73 0.34 1.63  -0.311
H: -0.13 -1.67 3.66  0.254
H: -1.88 -2.17 3.62  0.317
H: -1.31 -0.83 4.58  0.360

Results
Spin multiplicity = 2
Total charge = -2
LUMO energy (alpha / beta) = 3.493 / 3.593 eV
⟨S²⟩ = 0.7712

***

No. 3
ORCA calculation (ωB97M-V/def2-TZVPD) on an isolated molecule of C5H11NO2.

Last column: Mulliken charge in e.
Atoms and positions in Å:
C: 2.45 -0.89 -0.03  -0.870
C: 1.55 -0.29 -0.81  0.488
O: 1.95 0.46 -1.88  -0.515
N: -0.17 -0.40 -0.72  -0.246
O: -0.66 -0.02 -1.97  -0.479
C: -0.56 0.52 0.27  0.494
C: -2.33 0.10 0.37  -1.160
C: -0.02 0.34 1.66  -1.509
H: 2.16 -1.45 0.85  0.267
H: 3.51 -0.84 -0.27  0.275
H: 1.12 0.71 -2.32  0.431
H: -0.82 -0.88 -2.40  0.374
H: -0.53 1.56 -0.07  0.269
H: -2.44 -0.89 0.82  0.314
H: -2.74 0.89 1.01  0.389
H: -2.82 0.14 -0.60  0.326
H: -0.65 0.87 2.38  0.407
H: 0.00 -0.71 1.95  0.347
H: 0.98 0.78 1.75  0.398

Results
SMILES = C=C(O)N(O)C(C)C
LUMO energy = 0.786 eV

***

No. 4
ORCA calculation (ωB97M-V/def2-TZVPD) on a structure of composition C24H26N4RuSi.

Last column: Mulliken charge in e.
Atoms and positions in Å:
C: -1.12 -0.34 0.54  -0.875
C: -1.07 -1.58 -0.14  -0.057
C: 0.13 -2.27 0.23  -0.734
H: -1.82 -1.97 -0.83  0.840
C: 0.71 -1.52 1.34  -1.017
C: 0.00 -0.26 1.43  -0.262
H: 0.22 0.51 2.17  0.561
H: -1.87 0.43 0.42  0.455
H: 0.44 -3.24 -0.15  0.508
H: 1.45 -1.89 2.04  0.629
Ru: 1.39 -0.47 -0.26  -0.311
C: 0.60 -0.37 -2.33  -0.882
H: 1.31 -1.23 -2.34  0.377
H: 0.71 0.52 -1.57  0.302
H: 0.96 0.23 -3.21  0.769
Si: -1.50 -0.69 -3.39  0.609
C: -1.90 0.80 -4.48  0.530
C: -3.28 1.15 -4.48  -0.307
H: -4.00 0.53 -3.94  0.304
C: -3.72 2.33 -5.09  -0.629
H: -4.77 2.61 -5.05  0.379
C: -2.80 3.19 -5.70  -0.437
H: -3.14 4.12 -6.16  0.382
C: -1.44 2.85 -5.69  -0.632
H: -0.70 3.52 -6.15  0.368
C: -0.98 1.69 -5.06  -0.293
H: 0.11 1.51 -5.01  0.342
C: -1.18 -2.36 -4.16  0.730
C: -2.06 -2.80 -5.18  -0.858
H: -2.44 -2.09 -5.93  0.424
C: -2.52 -4.12 -5.15  -0.203
H: -3.34 -4.41 -5.80  0.393
C: -1.96 -5.05 -4.27  -0.695
H: -2.36 -6.06 -4.20  0.388
C: -0.82 -4.67 -3.55  -0.319
H: -0.28 -5.40 -2.96  0.415
C: -0.38 -3.34 -3.53  -0.580
H: 0.54 -3.09 -2.99  0.239
H: 2.76 -1.29 -0.05  0.117
H: -2.90 -0.97 -3.05  -0.289
N: 3.55 2.06 3.09  -0.120
C: 3.54 1.21 4.17  -0.387
C: 3.27 -0.05 3.68  -0.415
N: 3.13 0.02 2.31  -0.262
C: 3.27 1.31 1.96  -0.054
C: 3.01 1.93 0.66  0.347
N: 2.19 1.45 -0.30  0.188
C: 1.92 2.49 -1.20  -0.359
C: 2.72 3.56 -0.88  -0.653
N: 3.38 3.20 0.29  -0.148
H: 3.62 3.07 3.12  0.228
H: 3.74 1.56 5.17  0.448
H: 3.14 -0.95 4.25  0.412
H: 1.23 2.38 -2.03  0.479
H: 2.80 4.50 -1.43  0.379
H: 4.05 3.79 0.78  0.236

Results
Spin multiplicity = 6
Total charge = +1
LUMO energy (alpha / beta) = -2.624 / -4.746 eV
⟨S²⟩ = 8.8011

***

No. 5
ORCA calculation (ωB97M-V/def2-TZVPD) on a structure of composition C28H22AsF10N8ReS4.

Last column: Mulliken charge in e.
Atoms and positions in Å:
Re: 0.05 0.00 0.03  0.297
C: 0.32 -2.95 -1.06  -1.026
N: -0.70 -2.12 -0.39  0.313
C: -1.07 -2.70 0.91  -1.493
C: 0.10 -2.59 1.85  -0.766
N: 0.88 -1.40 1.49  1.264
C: 2.05 -1.28 2.23  -0.693
C: 3.23 -0.79 1.64  -0.684
F: 3.21 -0.49 0.34  -0.305
C: 4.42 -0.63 2.30  0.401
F: 5.49 -0.16 1.66  -0.347
C: 4.53 -0.97 3.64  0.803
F: 5.69 -0.83 4.29  -0.345
C: 3.42 -1.48 4.27  0.309
F: 3.48 -1.80 5.56  -0.357
C: 2.22 -1.61 3.59  0.162
F: 1.18 -2.03 4.35  -0.472
C: -1.90 -2.01 -1.23  -1.067
C: -1.67 -0.95 -2.31  -0.899
N: -0.43 -0.28 -1.97  1.222
C: 0.22 0.37 -2.99  -0.861
C: -0.35 0.93 -4.14  0.300
F: -1.68 0.94 -4.31  -0.315
C: 0.41 1.55 -5.11  0.217
F: -0.19 2.08 -6.18  -0.316
C: 1.78 1.66 -4.98  0.597
F: 2.51 2.27 -5.92  -0.326
C: 2.39 1.12 -3.86  -0.084
F: 3.71 1.20 -3.71  -0.316
C: 1.61 0.49 -2.91  0.475
F: 2.22 -0.05 -1.84  -0.036
H: -0.06 -3.97 -1.16  0.301
H: 1.23 -2.95 -0.47  0.247
H: 0.53 -2.53 -2.04  0.251
H: -1.39 -3.74 0.77  0.445
H: -1.91 -2.12 1.28  0.580
H: 0.73 -3.48 1.79  0.496
H: -0.30 -2.56 2.86  0.379
H: -2.72 -1.70 -0.59  0.381
H: -2.14 -2.99 -1.65  0.411
H: -2.51 -0.27 -2.33  0.404
H: -1.59 -1.41 -3.30  0.569
S: -3.45 3.41 -0.75  -0.507
As: -1.88 2.76 0.46  0.279
S: -2.01 0.50 0.85  -0.516
S: -0.02 2.25 -0.71  -0.320
S: -1.49 3.77 2.26  -0.464
C: -0.37 0.59 3.73  -1.590
C: 0.72 1.30 3.01  -0.280
N: 1.01 1.23 1.72  1.952
C: 2.08 2.07 1.50  -0.797
C: 2.47 2.62 2.67  -1.261
N: 1.60 2.13 3.62  0.848
C: 1.66 2.45 5.03  -1.451
N: 1.65 3.87 5.29  0.831
N: 2.83 4.51 5.43  -0.547
N: 2.61 5.75 5.66  -0.660
C: 1.25 5.96 5.66  0.102
C: 0.51 7.13 5.85  -0.712
C: -0.86 7.02 5.79  -0.526
C: -1.49 5.79 5.55  -0.606
C: -0.78 4.63 5.36  -0.746
C: 0.62 4.75 5.42  1.388
H: -0.71 -0.24 3.13  -0.044
H: -1.21 1.27 3.88  0.317
H: -0.02 0.21 4.69  0.561
H: 2.48 2.22 0.51  0.534
H: 3.25 3.32 2.92  0.575
H: 2.59 2.08 5.45  0.194
H: 0.82 1.98 5.53  0.703
H: 1.01 8.08 6.03  0.416
H: -1.47 7.91 5.92  0.352
H: -2.57 5.75 5.47  0.405
H: -1.27 3.70 5.11  0.453

Results
Spin multiplicity = 2
Total charge = -1
LUMO energy (alpha / beta) = 2.087 / 2.070 eV
⟨S²⟩ = 0.7560

***

No. 6
ORCA calculation (ωB97M-V/def2-TZVPD) on a cluster of 2 separate species, CH4BrClOP in total.

Last column: Mulliken charge in e.
Atoms and positions in Å:
C: 0.07 0.78 1.44  -0.772
O: -1.80 2.03 0.03  -0.335
P: -0.83 0.96 -0.13  0.925
Cl: -0.67 -0.02 -1.81  0.071
Br: 1.33 -2.60 -2.36  -0.206
H: -0.69 0.93 2.29  0.344
H: 0.61 1.69 1.75  0.366
H: 0.74 -0.03 1.82  0.374
H: 1.23 -3.76 -3.02  0.233

Results
Total charge = +1
LUMO energy = -6.858 eV

***

No. 7
ORCA calculation (ωB97M-V/def2-TZVPD) on an isolated molecule of C4H8N2.

Last column: Mulliken charge in e.
Atoms and positions in Å:
C: 1.92 -0.03 0.01  -0.482
N: 1.24 -1.30 0.20  -0.651
C: 0.71 -0.39 -0.81  0.013
C: -0.65 0.32 -0.58  -0.357
C: -1.90 -0.03 0.35  -0.272
N: -0.79 0.78 0.77  -0.461
H: 2.93 -0.11 -0.41  0.247
H: 1.81 0.74 0.77  0.223
H: 0.63 -1.21 1.01  0.304
H: 0.92 -0.70 -1.84  0.392
H: -1.02 0.79 -1.49  0.428
H: -1.95 -1.06 0.68  0.163
H: -2.92 0.46 0.34  0.248
H: -0.92 1.75 1.01  0.206

Results
SMILES = C1N[C@H]1[C@H]1CN1
LUMO energy = 1.103 eV

***

No. 8
ORCA calculation (ωB97M-V/def2-TZVPD) on an isolated molecule of C4H8NO3.

Last column: Mulliken charge in e.
Atoms and positions in Å:
O: 1.59 -1.58 -1.14  -0.488
C: 0.83 -1.35 -0.24  0.246
O: -0.04 -2.22 0.44  -0.432
C: 0.36 0.00 0.14  0.215
C: -0.24 0.83 -1.01  -0.801
C: -0.67 2.23 -0.57  -0.218
O: -1.07 2.33 0.57  -0.739
N: -0.55 -0.07 1.39  -0.450
H: 0.41 -3.05 0.34  0.344
H: 1.26 0.61 0.52  0.259
H: 0.47 1.05 -1.79  0.321
H: -1.02 0.19 -1.40  0.317
H: -0.46 3.14 -1.31  0.264
H: 0.07 -0.19 2.17  0.323
H: -1.09 1.07 1.40  0.480
H: -1.34 -0.86 1.41  0.360

Results
Spin multiplicity = 2
LUMO energy (alpha / beta) = 0.076 / 0.020 eV
⟨S²⟩ = 0.7532

***

No. 9
ORCA calculation (ωB97M-V/def2-TZVPD) on a structure of composition C21H18MnN4O2STe.

Last column: Mulliken charge in e.
Atoms and positions in Å:
Mn: 0.96 -0.68 -0.38  -0.435
C: 2.11 -1.49 3.72  -0.856
C: 1.02 -2.23 4.15  -0.481
C: -0.05 -2.39 3.29  -0.884
C: -0.01 -1.81 2.03  0.650
N: 1.06 -1.09 1.61  0.368
C: 2.08 -0.95 2.45  -0.179
C: -1.09 -1.90 1.06  0.587
C: -2.36 -2.42 1.27  -0.923
C: -3.28 -2.37 0.24  -0.889
C: -2.94 -1.80 -0.97  -0.876
C: -1.66 -1.29 -1.13  0.723
N: -0.77 -1.36 -0.13  0.668
C: -1.13 -0.61 -2.31  0.582
C: -1.82 -0.50 -3.51  -0.933
C: -1.24 0.15 -4.58  -0.518
C: 0.04 0.66 -4.43  -0.943
C: 0.67 0.51 -3.20  0.051
N: 0.11 -0.09 -2.15  0.450
H: 2.97 -1.34 4.36  0.415
H: 1.00 -2.67 5.14  0.436
H: -0.92 -2.95 3.60  0.381
H: 2.92 -0.36 2.10  0.377
H: -2.62 -2.83 2.24  0.404
H: -4.28 -2.76 0.39  0.434
H: -3.66 -1.74 -1.78  0.410
H: -2.81 -0.92 -3.60  0.356
H: -1.77 0.25 -5.52  0.434
H: 0.55 1.15 -5.24  0.422
H: 1.67 0.89 -3.08  0.251
N: 2.83 0.30 -0.60  -0.319
C: 3.56 -0.93 -0.97  -0.757
C: 2.47 -1.85 -1.60  0.941
O: 2.38 -1.92 -2.82  -0.638
O: 1.73 -2.44 -0.72  -0.632
H: 2.84 0.94 -1.39  0.192
H: 3.30 0.79 0.15  0.224
H: 3.95 -1.41 -0.08  0.288
H: 4.37 -0.77 -1.69  0.414
Te: -0.62 1.49 0.89  0.238
C: -0.91 3.56 1.21  0.161
C: -1.96 4.10 1.91  -0.504
C: -1.93 5.51 1.99  -0.489
C: -0.86 6.05 1.35  -0.511
S: 0.12 4.83 0.65  -0.156
H: -2.72 3.47 2.35  0.358
H: -2.68 6.10 2.50  0.335
H: -0.59 7.09 1.25  0.373

Results
Spin multiplicity = 2
LUMO energy (alpha / beta) = -0.695 / -0.684 eV
⟨S²⟩ = 0.8289

***

No. 10
ORCA calculation (ωB97M-V/def2-TZVPD) on a cluster of 2 separate species, C2H3N3O2 in total.

Last column: Mulliken charge in e.
Atoms and positions in Å:
C: 1.12 0.94 -0.12  0.622
C: -1.55 0.12 -0.04  0.611
N: 0.38 1.77 -0.46  -0.575
N: -2.30 0.90 0.48  -0.438
N: 1.75 -0.02 0.42  -0.596
O: -0.98 -0.84 -0.36  -0.598
O: 1.47 -1.37 -0.39  -0.354
H: 2.18 -1.85 0.14  0.478
H: -2.59 1.93 0.57  0.329
H: 0.52 -1.57 -0.24  0.520

Results
LUMO energy = -0.050 eV

***

No. 11
ORCA calculation (ωB97M-V/def2-TZVPD) on a structure of composition C22H37BrNO2OsP3.

Last column: Mulliken charge in e.
Atoms and positions in Å:
P: -1.55 2.20 -0.83  0.534
C: -2.18 3.22 0.55  -0.983
H: -2.87 3.96 0.10  0.545
H: -1.34 3.72 1.07  0.305
H: -2.70 2.55 1.26  0.387
C: -0.75 3.40 -1.96  -1.325
H: -0.33 2.96 -2.87  0.515
H: 0.06 3.94 -1.46  0.280
H: -1.53 4.12 -2.27  0.585
C: -3.08 1.56 -1.54  -1.022
H: -3.59 2.42 -2.00  0.559
H: -3.68 1.12 -0.74  0.385
H: -2.94 0.79 -2.30  0.270
P: -1.19 -2.53 0.05  0.349
C: -1.78 -2.83 1.75  -1.232
H: -2.16 -3.86 1.77  0.521
H: -2.58 -2.11 1.99  0.410
H: -0.95 -2.71 2.46  0.422
C: -2.74 -2.57 -0.91  -1.190
H: -2.56 -2.92 -1.93  0.426
H: -3.13 -1.54 -0.96  0.254
H: -3.49 -3.20 -0.42  0.528
C: -0.02 -3.92 -0.13  -1.200
H: -0.61 -4.83 -0.25  0.519
H: 0.59 -3.97 0.78  0.381
H: 0.66 -3.80 -0.98  0.320
P: 2.74 0.00 0.18  0.770
C: 3.39 0.30 1.86  -1.132
H: 4.49 0.18 1.82  0.535
H: 2.92 -0.46 2.52  0.424
H: 3.11 1.31 2.21  0.317
C: 3.41 -1.63 -0.26  -1.096
H: 4.44 -1.69 0.11  0.557
H: 3.41 -1.81 -1.33  0.434
H: 2.79 -2.40 0.21  0.272
C: 3.46 1.37 -0.81  -1.376
H: 4.43 1.05 -1.22  0.524
H: 3.61 2.26 -0.18  0.461
H: 2.83 1.69 -1.66  0.341
Os: -0.11 -0.55 -0.93  3.230
C: -1.30 0.15 0.40  -0.621
O: -1.98 0.27 1.38  -0.385
C: 0.68 -0.78 0.83  -0.637
O: 0.75 -1.05 2.00  -0.447
C: 1.13 -1.76 -2.52  -0.912
C: 1.68 -0.48 -2.67  -1.485
C: 0.84 0.63 -2.85  -1.359
C: -0.53 0.42 -3.07  -0.817
C: -1.09 -0.84 -2.88  -0.848
C: -0.25 -1.96 -2.69  -1.550
H: 1.76 -2.61 -2.25  0.863
H: 2.75 -0.33 -2.61  1.412
H: 1.24 1.64 -2.80  0.720
H: -1.17 1.25 -3.34  1.599
H: -2.16 -0.99 -2.93  0.876
H: -0.66 -2.96 -2.67  1.037
Br: 2.63 5.42 0.75  0.270
C: 1.69 4.05 1.67  -0.503
C: 1.48 4.13 3.04  -0.458
C: 0.80 3.07 3.65  -1.111
C: 0.40 1.98 2.87  -0.372
N: 0.59 1.93 1.55  1.233
C: 1.23 2.95 0.95  -0.577
H: 1.86 4.99 3.58  0.579
H: 0.59 3.03 4.72  0.532
H: -0.09 1.14 3.38  0.460
H: 1.42 2.95 -0.10  0.698

Results
Spin multiplicity = 5
Total charge = +4
LUMO energy (alpha / beta) = -12.158 / -16.437 eV
⟨S²⟩ = 6.0465

***

No. 12
ORCA calculation (ωB97M-V/def2-TZVPD) on an isolated molecule of H5PSi.

Last column: Mulliken charge in e.
Atoms and positions in Å:
Si: 0.60 0.44 -0.09  0.338
P: -1.58 0.20 0.07  -0.191
H: 1.20 -0.23 1.02  -0.095
H: 1.74 0.22 -1.15  -0.096
H: 0.81 1.87 0.16  -0.102
H: -1.57 -1.27 0.03  0.061
H: -2.21 0.04 -1.33  0.085

Results
SMILES = [SiH3]P
LUMO energy = 0.890 eV